No. 1
Entry from OMol25: 6 unconnected molecules or ions with the total composition C36H81N3O6 (the ωB97M-V functional and the def2-TZVPD basis).

Geometry as XYZ:
```
126
C36H81N3O6 the ωB97M-V functional and the def2-TZVPD basis
C -6.4696 3.6983 -1.1892
C -7.6344 3.7696 -0.2045
C -8.9750 3.3659 -0.9962
C -10.1477 2.9575 -0.1766
C -9.6959 1.7362 0.6970
C -8.4511 1.9678 1.5893
N -7.3776 2.6648 0.8093
O -6.2923 2.9811 1.5488
C -8.9653 2.7224 2.8555
C -7.9472 0.5477 1.9928
C -7.8943 5.1630 0.4346
H -5.4882 3.9158 -0.7675
H -6.5639 4.4433 -1.9793
H -6.4491 2.7241 -1.6776
H -9.2904 4.1333 -1.7031
H -8.8249 2.5194 -1.6663
H -10.8831 2.6455 -0.9183
H -10.4026 3.8494 0.3958
H -9.4386 0.9635 -0.0274
H -10.6185 1.4143 1.1801
H -9.4334 2.1047 3.6219
H -8.0599 2.9909 3.3998
H -9.5034 3.6504 2.6627
H -7.4680 0.0009 1.1808
H -7.2274 0.5992 2.8097
H -8.7048 -0.1321 2.3826
H -8.7029 4.9354 1.1292
H -8.1799 5.9486 -0.2649
H -7.0218 5.5413 0.9673
H -5.6886 2.4334 1.0417
C 3.7361 0.1294 6.8670
C 2.8730 0.1846 5.5912
C 2.3790 -1.2046 5.1643
C 1.2833 -1.8000 6.0433
C 0.0584 -0.8716 5.9781
C 0.3883 0.6276 6.3658
N 1.6704 1.0569 5.7623
O 2.0082 2.3704 6.0921
C -0.8444 1.3465 5.7375
C 0.4426 0.7282 7.9387
C 3.8617 0.7373 4.4611
H 3.8594 1.1061 7.3351
H 4.7692 -0.1479 6.6578
H 3.4683 -0.6580 7.5716
H 2.1804 -1.3455 4.1018
H 3.2416 -1.8590 5.2898
H 1.6080 -2.0431 7.0550
H 0.9943 -2.7833 5.6721
H -0.6757 -1.3341 6.6378
H -0.2821 -0.8972 4.9430
H -1.8056 0.8807 5.9547
H -0.7433 2.3911 6.0318
H -0.7757 1.4567 4.6553
H 0.9612 -0.0847 8.4470
H 0.9143 1.6444 8.2942
H -0.5709 0.8123 8.3307
H 3.4091 1.3961 3.7200
H 4.2364 -0.0744 3.8376
H 4.6882 1.2704 4.9310
H 1.9053 2.8544 5.2695
C 5.8432 3.8092 -5.1636
C 4.5289 3.3197 -4.6189
C 3.6504 4.5066 -4.1529
C 2.9367 5.1845 -5.3286
C 2.1628 4.2389 -6.2084
C 2.9843 2.9732 -6.7045
N 3.7778 2.4435 -5.5516
O 4.3872 1.2416 -5.8382
C 1.9129 2.0084 -7.2058
C 3.7604 3.2847 -8.0029
C 4.8479 2.5008 -3.3258
H 6.3845 4.1639 -4.2866
H 5.6693 4.7031 -5.7626
H 6.5170 3.0733 -5.6023
H 2.8623 4.2318 -3.4518
H 4.2172 5.2952 -3.6581
H 3.5829 5.8323 -5.9209
H 2.2116 5.8127 -4.8113
H 1.8430 4.6961 -7.1447
H 1.2546 3.8997 -5.7102
H 1.3170 2.2334 -8.0903
H 2.2943 1.0041 -7.3904
H 1.2233 1.8708 -6.3729
H 4.7224 3.7118 -7.7195
H 3.8740 2.3959 -8.6235
H 3.1193 3.9849 -8.5385
H 5.4173 3.1596 -2.6701
H 5.4810 1.6441 -3.5567
H 3.9129 2.3220 -2.7948
H 5.1703 1.5364 -6.3088
C -0.7885 -0.1158 -1.6756
C 0.3200 -1.1170 -1.2233
C -0.2320 -2.3880 -0.6630
O 0.9471 -1.4056 -2.3743
H -0.2983 0.7940 -2.0220
H -1.4000 0.1858 -0.8252
H -1.5263 -0.4749 -2.3931
H 0.8420 -0.5563 -0.4479
H 0.6390 -3.0231 -0.5013
H -0.9763 -2.8937 -1.2781
H -0.6450 -2.2665 0.3384
H 1.2823 -0.5812 -2.7342
C 0.4960 -10.4001 -0.2407
C 1.6905 -10.1933 0.7302
C 1.4581 -8.9616 1.7010
O 1.8813 -11.4370 1.4768
H -0.4514 -10.4378 0.2970
H 0.5276 -11.3872 -0.7019
H 0.5488 -9.6370 -1.0172
H 2.5616 -10.1341 0.0776
H 0.4043 -8.6834 1.7204
H 1.9483 -8.0264 1.4304
H 1.8413 -9.0655 2.7161
H 2.6595 -11.4493 2.0389
C 6.2863 -4.3026 -0.8469
C 6.6496 -4.9776 -2.1556
C 5.5272 -6.0042 -2.6080
O 6.7468 -3.9801 -3.1030
H 6.4455 -4.9045 0.0478
H 5.2570 -3.9567 -0.7520
H 6.8651 -3.3996 -0.6531
H 7.5780 -5.5345 -2.2821
H 4.5379 -5.5979 -2.3973
H 5.7448 -6.9795 -2.1725
H 5.4762 -6.2853 -3.6599
H 5.8503 -3.6498 -3.1965
```

The calculation puts the max |F| at 4.50 eV/Å. As for the lowest unoccupied orbital energy: 0.007 Ha. The HOMO energy comes out at -8.143 eV. As for the charge: 0. The value obtained for the energy above the lowest of the compared OMol25 structures with the same formula, charge and spin is 144.29 kcal/mol. The calculation puts the HOMO-LUMO gap at 8.335 eV. The SMILES is CC1(C)CCCC(C)(C)N1O.CC1(C)CCCC(C)(C)N1O.CC1(C)CCCC(C)(C)N1O.CC(C)O.CC(C)O.CC(C)O.

***

No. 2
Entry from OMol25: a molecular structure, C46H44BrN2OP2S2SiTi (the ωB97M-V functional and the def2-TZVPD basis).

Geometry as XYZ:
```
100
C46H44BrN2OP2S2SiTi the ωB97M-V functional and the def2-TZVPD basis
Ti -0.2300 0.0494 0.5167
S -2.6521 -1.4238 -0.0467
P -1.4760 -2.0808 -1.4943
C -0.0265 -1.0538 -1.3988
P 0.7904 -0.4467 -2.8851
S -0.0834 1.1549 -3.5972
C 2.5492 -0.2059 -2.5425
C 3.2201 -0.9169 -1.5601
C 4.5973 -0.7830 -1.4214
C 5.2998 0.0662 -2.2597
C 4.6274 0.7862 -3.2424
C 3.2578 0.6498 -3.3879
C 0.8391 -1.7436 -4.1716
C 1.6421 -2.8729 -4.0124
C 1.6756 -3.8552 -4.9892
C 0.9269 -3.7019 -6.1500
C 0.1544 -2.5648 -6.3286
C 0.1066 -1.5887 -5.3423
C -2.2857 -2.0740 -3.1088
C -2.9740 -0.9220 -3.4872
C -3.6060 -0.8660 -4.7190
C -3.5679 -1.9640 -5.5697
C -2.8870 -3.1136 -5.1939
C -2.2382 -3.1681 -3.9689
C -0.9773 -3.7928 -1.1995
C -1.9525 -4.7665 -0.9864
C -1.5756 -6.0735 -0.7269
C -0.2276 -6.4143 -0.6621
C 0.7445 -5.4438 -0.8458
C 0.3627 -4.1352 -1.1132
H 2.6656 -1.5416 -0.8759
H 5.1128 -1.3328 -0.6439
H 6.3710 0.1782 -2.1431
H 5.1739 1.4571 -3.8936
H 2.7272 1.2134 -4.1460
H 2.2759 -2.9749 -3.1409
H 2.2986 -4.7300 -4.8521
H 0.9601 -4.4643 -6.9189
H -0.4227 -2.4377 -7.2363
H -0.5076 -0.7056 -5.4638
H -3.0125 -0.0740 -2.8150
H -4.1348 0.0325 -5.0135
H -4.0709 -1.9220 -6.5290
H -2.8498 -3.9670 -5.8599
H -1.6878 -4.0585 -3.6929
H -3.0021 -4.4967 -1.0080
H -2.3332 -6.8303 -0.5618
H 0.0608 -7.4365 -0.4502
H 1.7957 -5.6938 -0.7656
H 1.1120 -3.3626 -1.2168
C -0.0192 -3.1496 2.0839
Si 1.6195 -2.2553 2.1033
C 2.1910 -1.9870 3.8689
C 2.8714 -3.4083 1.2902
N 1.5258 -0.7251 1.2139
C 2.5749 0.1591 1.3125
C 3.8607 -0.1119 1.8125
C 4.8452 0.8620 1.8374
C 4.5959 2.1444 1.3722
C 3.3309 2.4583 0.8898
C 2.3737 1.4702 0.8858
O 1.0444 1.6858 0.4243
C 0.6783 3.0583 0.3182
C 0.8870 3.7005 -0.8815
C 0.5274 5.0400 -0.9672
C -0.0228 5.6883 0.1308
C -0.2137 5.0054 1.3251
C 0.1457 3.6679 1.4324
H 0.1368 -4.2188 1.8977
H -0.7395 -2.8073 1.3444
H -0.5087 -3.0234 3.0510
H 1.4245 -2.3500 4.5587
H 2.3350 -0.9249 4.0778
H 3.1269 -2.5126 4.0855
H 2.8187 -4.3807 1.7948
H 3.9017 -3.0530 1.3791
H 2.6726 -3.5836 0.2304
H 4.0906 -1.1013 2.1859
H 5.8240 0.6126 2.2299
H 5.3661 2.9042 1.3937
H 3.1066 3.4552 0.5390
H 1.2940 3.1531 -1.7205
H 0.6743 5.5747 -1.8983
H -0.3035 6.7319 0.0571
H -0.6447 5.5121 2.1798
H 0.0029 3.0942 2.3393
C -4.1283 3.9031 -1.6664
C -3.3236 2.9784 -0.7943
C -3.6700 2.7553 0.5498
C -2.9300 1.9078 1.3444
C -1.8539 1.2845 0.7279
Br -0.6917 0.0442 3.0827
N -1.5298 1.4823 -0.5126
C -2.2213 2.3192 -1.2988
H -4.6963 4.6118 -1.0635
H -4.8404 3.3466 -2.2802
H -3.4850 4.4714 -2.3402
H -4.5311 3.2761 0.9576
H -3.1523 1.7249 2.3865
H -1.8746 2.4534 -2.3145
```

The calculation puts the max |F| at 1.39 eV/Å. As for the lowest unoccupied orbital energy (spin up / spin down): -0.002 / -0.055 Ha. The HOMO energy (spin up / spin down) comes out at -7.231 / -7.193 eV. The multiplicity is 2. As for the charge: 0. The value obtained for the energy above the lowest of the compared OMol25 structures with the same formula, charge and spin is 36.94 kcal/mol. The calculation puts the HOMO-LUMO gap (spin up / spin down) at 7.185 / 5.705 eV.

***

No. 3
Entry from OMol25: 2 unconnected molecules or ions with the total composition C11H21N2 (the ωB97M-V functional and the def2-TZVPD basis).

Geometry as XYZ:
```
34
C11H21N2 the ωB97M-V functional and the def2-TZVPD basis
C 0.5275 -0.9023 1.3519
C 1.4924 -0.0607 0.8134
C -0.7607 0.6705 -2.1136
C 0.4269 -2.3257 -0.8014
C 0.2642 -2.2263 0.7447
C 2.1616 -0.3802 -0.5508
C 0.9518 -0.9775 -1.4373
C -1.1059 -2.6276 1.2048
C 3.3738 -1.4397 -0.4281
C -2.6816 4.4824 1.0655
C -1.7776 3.5497 0.4043
N -2.0803 2.4639 -0.0660
N -0.1396 -0.0500 -1.2479
H 0.2775 -0.7112 2.3701
H 1.9086 0.7768 1.2475
H -1.3265 1.4990 -1.7663
H -0.4584 0.4907 -3.1430
H 1.1798 -3.1658 -1.0350
H -0.5398 -2.4803 -1.3261
H 0.8558 -3.0093 1.3228
H 2.7199 0.4347 -1.0121
H 1.0928 -1.1573 -2.6150
H -1.4803 -3.5062 0.7432
H -1.8445 -1.8201 1.0720
H -1.1291 -2.8147 2.2672
H 3.6508 -1.5014 0.6216
H 4.0730 -1.0412 -1.0583
H 2.9467 -2.3336 -0.9313
H -3.6360 4.7723 0.5286
H -2.9967 3.9889 2.0237
H -2.0363 5.2703 1.3752
H -0.8317 3.9539 0.2508
H -2.9363 2.0615 0.2471
H -0.1419 0.1167 -0.1221
```

The calculation puts the max |F| at 4.83 eV/Å. As for the lowest unoccupied orbital energy: -0.137 Ha. The HOMO energy comes out at -12.918 eV. As for the charge: +1. The value obtained for the energy above the lowest of the compared OMol25 structures with the same formula, charge and spin is 63.56 kcal/mol. The calculation puts the HOMO-LUMO gap at 9.181 eV.

***

No. 4
Entry from OMol25: a gas-phase ion, C11H11N4 (charge +1) (the ωB97M-V functional and the def2-TZVPD basis).

Geometry as XYZ:
```
26
C11H11N4 the ωB97M-V functional and the def2-TZVPD basis
C -0.9071 3.2392 1.5280
C 0.9699 -1.8297 -2.7592
C -0.6561 1.9459 1.9935
C 0.8317 -2.0458 -1.3967
C -0.7908 3.4925 0.1654
C 0.6823 -0.5657 -3.2632
C -0.3145 1.0520 1.0241
C 0.4126 -0.9953 -0.5883
C -0.2151 1.3522 -0.3155
C 0.1757 0.2552 -1.2072
C 0.2308 -1.0941 0.8804
N -0.4593 2.5879 -0.7342
N 0.3042 0.4445 -2.5039
N 1.2607 -1.6178 1.6495
N -1.0788 -1.7713 1.2703
H -1.1798 4.0227 2.2176
H 1.2900 -2.6241 -3.4148
H -0.7235 1.7042 3.0428
H 1.0487 -3.0134 -0.9664
H -0.9731 4.4828 -0.2275
H 0.7627 -0.3508 -4.3195
H 1.2890 -1.3404 2.6219
H 2.1705 -1.5351 1.2207
H -0.9421 -2.7939 1.2852
H -1.8094 -1.5296 0.5914
H -1.3790 -1.4719 2.2057
```

The calculation puts the max |F| at 4.06 eV/Å. As for the lowest unoccupied orbital energy: -0.129 Ha. The HOMO energy comes out at -12.313 eV. As for the charge: +1. The value obtained for the energy above the lowest of the compared OMol25 structures with the same formula, charge and spin is 15.38 kcal/mol. The calculation puts the HOMO-LUMO gap at 8.804 eV.

***

Question: Which value of max |F| does entry 3 give?
Answer: 4.83 eV/Å